Formula: C18H45FN2O10S
Source: the OMol25 dataset
Level of theory: wB97M-V/def2-TZVPD

- SMILES = C[C@@H](O)CNCCON(C)S(=O)(=O)F.COCCOC.COCCOC.COCCOC
- Kohn-Sham gap (Eh) = 0.3470
- HOMO level (eV) = -8.9
- LUMO energy (eV) = 0.533
- total energy (Ha) = -2072.568371

Atoms and positions in Å:
C  1.3158  1.7610  1.5009
C  1.0086  1.2911  0.0684
O  0.6076  -0.0829  0.0649
C  -0.0881  2.1191  -0.5852
N  -1.3821  1.8537  0.0209
C  -2.2977  2.9735  0.0715
C  -3.3469  2.8405  1.1554
O  -4.2830  1.7781  0.9255
N  -3.6588  0.5397  1.1546
C  -3.6310  -0.3131  -0.0470
S  -4.2152  -0.1464  2.5433
O  -5.5037  0.2946  2.9240
O  -3.8246  -1.5092  2.5136
F  -3.2357  0.5651  3.5471
H  1.0711  0.9708  2.2110
H  0.7387  2.6471  1.7727
H  2.3736  1.9975  1.6231
H  1.9074  1.3979  -0.5423
H  1.3151  -0.5946  -0.3344
H  0.1756  3.1864  -0.5141
H  -0.1160  1.8650  -1.6506
H  -1.2819  1.4202  0.9299
H  -1.7834  3.9346  0.2496
H  -2.8120  3.0731  -0.8923
H  -2.8958  2.7222  2.1449
H  -3.9697  3.7353  1.1675
H  -2.6324  -0.7271  -0.1649
H  -4.3743  -1.1089  -0.0120
H  -3.8437  0.3470  -0.8819
C  6.3062  -0.9134  2.1690
O  5.2781  -1.7494  2.6613
C  4.0220  -1.1030  2.7756
C  3.0863  -1.4714  1.6483
O  3.5265  -0.9783  0.3866
C  4.1723  -1.9563  -0.4107
H  7.1792  -1.5419  2.0026
H  6.0229  -0.4343  1.2274
H  6.5650  -0.1362  2.8964
H  4.1542  -0.0155  2.8032
H  3.5688  -1.4127  3.7217
H  2.1048  -1.0325  1.8371
H  2.9668  -2.5591  1.6061
H  3.4658  -2.7261  -0.7399
H  4.9896  -2.4387  0.1303
H  4.5717  -1.4464  -1.2858
C  2.9904  3.4367  -2.4932
O  1.8820  3.5070  -3.3681
C  1.1371  4.7064  -3.2399
C  1.4479  5.6849  -4.3512
O  2.7820  6.1554  -4.2819
C  3.6536  5.5384  -5.2092
H  3.5671  2.5547  -2.7679
H  3.6282  4.3212  -2.5699
H  2.6611  3.3322  -1.4531
H  1.3382  5.1765  -2.2709
H  0.0739  4.4492  -3.2779
H  0.7822  6.5485  -4.2604
H  1.2587  5.2107  -5.3202
H  3.4063  5.8297  -6.2359
H  3.6188  4.4484  -5.1335
H  4.6606  5.8828  -4.9803
C  -5.6412  -5.8528  0.1187
O  -4.4772  -5.0704  -0.0543
C  -4.0318  -4.4412  1.1390
C  -2.8612  -5.1695  1.7595
O  -3.2202  -6.4607  2.2248
C  -2.8261  -7.5060  1.3602
H  -5.8148  -6.3838  -0.8160
H  -5.5249  -6.5782  0.9285
H  -6.5120  -5.2231  0.3334
H  -4.8498  -4.3725  1.8633
H  -3.7211  -3.4254  0.8882
H  -2.5022  -4.5917  2.6158
H  -2.0464  -5.2423  1.0306
H  -1.7353  -7.6114  1.3398
H  -3.1827  -7.3439  0.3394
H  -3.2588  -8.4261  1.7496

Forces on atoms 1 to 6 (eV/Å):
0.0 -0.1 0.0
0.0 0.1 0.1
-0.1 0.1 -0.1
-0.1 -0.2 -0.3
0.1 0.1 0.2
0.0 0.1 -0.1

Here are the Mulliken charges for atoms 1 to 5, given in e: C -1.4890; C 0.2420; O -0.5626; C -0.6957; N 0.2285